C64H49CdN2O3S2Si | the ωB97M-V functional and the def2-TZVPD basis

The geometry in XYZ format:
```
122
Properties=species:S:1:pos:R:3:forces:R:3:mulliken_charge:R:1
C -3.601 2.627 -0.649 -0.11 0.07 0.05 -1.11
H 6.477 6.071 -1.153 0.01 0.00 0.02 0.40
C 0.842 -2.660 -5.071 0.07 0.06 0.02 -0.91
H 0.226 -3.374 -7.594 -0.04 -0.03 -0.06 0.39
C -0.256 -2.296 -2.993 -0.33 0.19 0.24 0.25
C -3.682 -0.456 2.372 0.11 -0.07 -0.03 -0.35
H -2.114 -4.309 -4.962 0.02 -0.01 -0.02 0.37
H 0.129 4.315 1.127 -0.01 -0.01 -0.01 0.26
H -2.126 1.296 -1.508 0.04 -0.02 0.02 0.42
Cd 0.447 0.841 0.501 -0.37 -0.85 -0.01 2.52
H 0.263 3.486 -3.076 -0.02 -0.03 -0.01 0.42
C 1.006 4.893 -0.739 0.04 -0.24 0.06 0.41
C 0.095 5.028 0.309 0.02 -0.07 0.06 -0.16
C 0.961 -2.311 -0.570 -0.32 -0.36 0.23 0.84
H 5.168 -3.745 1.248 0.00 0.01 0.02 0.48
H 1.632 -1.411 -3.505 0.00 0.01 -0.07 0.46
H -0.619 3.743 5.752 0.02 -0.04 0.04 0.51
C -0.242 -5.798 -1.134 0.07 -0.03 -0.06 -0.79
H -2.729 4.570 4.739 -0.02 0.02 -0.02 0.48
H 2.367 -0.825 -1.259 0.06 0.01 0.08 0.78
H -2.407 -8.065 -2.406 0.01 -0.03 0.05 0.44
H -0.039 -7.362 -2.556 0.01 0.02 0.00 0.46
C -2.904 -6.619 -0.928 0.04 -0.07 -0.02 -1.00
C 3.940 3.986 -0.272 -0.21 -0.12 -0.17 0.39
C -0.706 -6.842 -1.881 0.12 0.01 0.04 -0.94
C 5.947 5.300 -0.607 -0.02 0.07 -0.08 -0.67
C -3.074 -0.732 5.054 0.01 0.00 0.08 -0.91
H -3.887 -0.332 1.313 -0.06 0.05 0.03 0.49
H -6.220 0.579 5.274 -0.01 0.03 0.05 0.38
H 0.439 -4.976 -6.898 0.01 0.01 0.02 0.30
C 0.666 2.326 4.781 -0.01 0.05 0.11 -0.98
C -2.051 -7.254 -1.786 -0.15 0.01 0.03 -0.68
H -4.218 2.652 -1.537 0.03 0.01 -0.01 0.54
C -3.345 -4.801 0.679 0.02 0.01 0.04 -1.61
C 3.274 1.371 -4.225 0.02 -0.09 0.00 -0.80
H -4.354 -5.171 0.808 -0.01 0.04 0.01 0.43
C -2.459 -5.522 -0.154 0.12 0.10 -0.03 0.95
H -1.579 7.801 -0.675 0.01 0.01 0.01 0.41
H -1.175 -1.515 4.397 -0.01 0.00 0.01 0.58
H 0.208 2.352 -5.263 0.00 0.01 0.01 0.41
H -2.156 -3.245 -2.721 -0.03 -0.05 -0.05 0.44
C 6.577 4.622 0.427 0.02 -0.02 0.03 -0.54
H 4.156 5.521 -1.759 0.07 0.01 -0.03 0.27
C 2.155 1.484 -5.039 -0.03 -0.01 -0.01 -0.47
C 1.076 2.250 -4.622 -0.05 -0.04 -0.01 -0.80
C -2.473 -1.016 2.767 -0.11 0.12 -0.48 0.02
C 2.219 2.772 -2.547 0.04 0.19 0.14 0.60
O -0.043 -0.086 -1.495 0.10 0.30 -0.17 -0.86
H -4.824 3.961 0.498 0.00 0.00 -0.02 0.52
C 0.973 5.854 -1.751 0.04 -0.01 -0.01 -0.07
H -2.834 -0.813 6.107 0.03 -0.05 -0.01 0.40
S -1.353 -1.393 1.423 -0.93 -0.68 0.68 1.66
C -2.951 -3.644 1.281 -0.07 0.09 0.11 -1.06
C -2.435 1.857 -0.634 0.05 -0.08 -0.06 -0.97
H -1.188 -4.370 -7.188 0.01 0.03 -0.05 0.38
C -3.934 3.345 0.471 0.09 -0.06 -0.02 -1.08
C -2.144 -1.127 4.107 0.16 -0.13 0.02 -0.94
Si 2.206 3.431 -0.773 0.40 0.19 -0.33 -1.36
S -0.437 -1.537 -1.382 0.36 -1.02 -0.86 0.52
H 1.674 -2.474 -5.740 0.00 0.00 0.01 0.46
C 1.111 2.884 -3.388 -0.01 0.00 0.03 -0.08
H 1.705 0.911 3.514 0.03 0.04 0.00 0.53
C 0.830 -2.067 -3.823 0.07 0.08 0.02 -0.33
H 4.043 2.555 1.311 0.04 -0.03 0.00 0.17
C -0.187 -4.081 -6.875 0.06 -0.03 0.08 -1.55
C 2.665 -5.778 2.310 -0.11 -0.07 -0.01 -0.98
O 1.805 2.232 0.203 0.96 0.91 0.15 0.59
H 1.674 5.787 -2.577 -0.04 -0.01 -0.03 0.33
C 1.596 -5.181 1.705 0.04 -0.05 0.04 -0.77
H -4.258 4.661 2.812 0.01 0.00 0.02 0.46
C -0.207 -3.476 -5.500 -0.14 -0.01 0.01 0.95
N -1.647 1.772 0.420 -0.37 0.31 0.15 1.03
H 6.378 3.107 1.934 0.00 0.02 0.00 0.39
C -0.439 3.133 4.876 -0.02 -0.05 -0.11 -0.93
H 0.789 -5.481 -1.221 -0.01 -0.02 -0.03 0.53
C -1.955 2.478 1.529 -0.27 0.09 -0.05 0.03
C 0.855 1.575 3.617 -0.05 -0.06 -0.05 -1.17
C 0.056 6.894 -1.728 -0.01 0.04 -0.01 -0.74
C -0.832 6.060 0.339 -0.06 0.02 0.03 -0.30
C -3.370 4.042 2.788 -0.01 0.09 0.17 -1.02
C -1.635 -3.160 1.115 0.19 -0.08 -0.28 0.64
C -2.531 3.993 3.844 -0.15 0.08 -0.04 -1.10
H 0.597 -5.576 1.839 0.03 -0.03 0.02 0.56
C -5.354 0.100 5.726 0.07 0.01 -0.02 -1.65
H 4.804 -5.767 2.603 0.00 0.01 0.01 0.43
C -1.314 -3.101 -3.390 0.05 0.09 0.12 -0.43
C -0.858 6.994 -0.687 0.01 -0.01 -0.03 -0.67
C 5.891 3.637 1.124 0.05 0.01 0.01 -0.53
C -1.283 -3.693 -4.642 0.06 -0.02 -0.03 -0.98
C 2.234 -1.722 -0.662 0.06 -0.01 -0.19 -1.10
C 3.088 -3.499 0.741 -0.20 -0.10 0.09 0.69
C 4.641 4.984 -0.950 -0.06 -0.02 0.00 -0.12
C 0.703 -3.416 0.209 -0.14 0.49 -0.17 0.63
H -3.939 -6.925 -0.843 0.01 -0.03 -0.01 0.45
C -0.706 -3.890 0.386 0.07 0.30 0.21 -0.61
H -5.555 0.347 3.018 -0.02 -0.02 0.04 0.37
C 3.303 2.014 -2.995 0.04 -0.01 0.02 -0.33
H 7.600 4.861 0.686 -0.01 0.00 0.02 0.37
C 1.782 -4.043 0.886 0.15 0.10 -0.05 0.91
C -4.608 -0.076 3.330 0.05 -0.04 0.04 -0.78
O 0.041 -1.179 1.915 0.60 0.21 0.03 -0.80
H 0.049 7.627 -2.525 0.00 0.00 0.00 0.41
C -1.354 3.182 3.809 0.13 -0.17 -0.15 1.35
H 2.128 0.984 -5.999 0.01 0.02 -0.01 0.45
H -4.944 0.758 6.493 -0.02 0.01 0.00 0.38
C -4.324 -0.234 4.685 -0.06 0.04 -0.13 1.10
C 4.585 3.326 0.774 -0.05 -0.01 -0.01 -0.24
C 3.967 -5.269 2.132 0.08 0.11 -0.01 -0.64
C 4.171 -4.148 1.379 0.05 -0.05 0.01 -1.20
N 0.024 1.621 2.598 -0.27 0.31 0.47 0.99
C -1.067 2.410 2.670 0.01 0.12 0.28 -0.01
H -3.642 -3.079 1.893 -0.07 -0.07 -0.04 0.47
H 4.124 0.784 -4.552 0.02 0.03 -0.01 0.43
H 2.518 -6.656 2.926 -0.02 0.01 0.00 0.44
H 4.269 -1.889 -0.076 0.01 -0.01 -0.01 0.49
H -5.691 -0.812 6.221 -0.02 0.02 0.02 0.33
H 4.189 1.937 -2.371 0.00 -0.03 -0.02 0.46
H 1.389 2.268 5.582 0.00 -0.01 -0.01 0.49
C 3.276 -2.318 -0.013 0.04 0.12 -0.10 -1.37
C -3.098 3.294 1.599 0.18 -0.20 -0.09 1.16
H -1.532 6.140 1.163 0.01 0.01 0.01 0.46
C -1.112 -5.090 -0.268 -0.31 0.02 0.02 0.93
```
Forces are in eV/Å.

## Properties
**HOMO energy**: -10.214 eV
**Relative energy (zero: lowest compared OMol25 entry of this formula, charge and spin)**: 95.3 kJ/mol
**Net charge**: +1
**F_max**: 1.38 eV/A
**Kohn-Sham gap**: 7.507 eV
**Electronic energy**: -4057.03169 Eh